{
  "formula": "C21H60O9",
  "method": "ωB97M-V with the def2-TZVPD basis set",
  "relative_energy_ev": 2.0156,
  "smiles": "CC(C)O.CC(C)O.CC(C)O.CCO.CCO.CCO.CCO.CCO.CCO",
  "homo_ev": -9.314,
  "energy_ev": -41175.5462,
  "largest_force_ha_per_bohr": 0.0434,
  "orbital_gap_ev": 9.6,
  "molar_mass_da": 456.7,
  "elements": ["C", "C", "C", "O", "H", "H", "H", "H", "H", "H", "H", "H", "C", "C", "C", "O", "H", "H", "H", "H", "H", "H", "H", "H", "C", "C", "C", "O", "H", "H", "H", "H", "H", "H", "H", "H", "C", "C", "O", "H", "H", "H", "H", "H", "H", "C", "C", "O", "H", "H", "H", "H", "H", "H", "C", "C", "O", "H", "H", "H", "H", "H", "H", "C", "C", "O", "H", "H", "H", "H", "H", "H", "C", "C", "O", "H", "H", "H", "H", "H", "H", "C", "C", "O", "H", "H", "H", "H", "H", "H"],
  "positions_angstrom": [[-4.5607, 33.2134, 9.1005], [-5.2258, 31.8828, 9.1083], [-4.4721, 30.8787, 10.0543], [-6.5114, 32.0785, 9.5977], [-3.5362, 33.1991, 8.7287], [-4.4856, 33.6090, 10.1134], [-5.0822, 33.9501, 8.4894], [-5.5104, 31.5536, 8.1090], [-5.0160, 29.9390, 10.1508], [-4.2180, 31.3680, 10.9945], [-3.5277, 30.6612, 9.5552], [-6.9194, 31.2254, 9.7628], [-3.2521, 32.0303, 3.4581], [-3.1858, 30.6788, 4.1258], [-2.8424, 30.7516, 5.6250], [-4.3657, 29.9946, 3.9905], [-2.3641, 32.6238, 3.6758], [-4.0869, 32.6404, 3.8031], [-3.4230, 31.8623, 2.3948], [-2.3418, 30.1664, 3.6641], [-2.4404, 29.8055, 5.9874], [-3.6963, 30.9767, 6.2639], [-2.1817, 31.6057, 5.7734], [-5.0529, 30.5241, 4.4015], [-3.3101, 25.4831, 5.4087], [-2.5375, 24.6030, 4.5067], [-2.8955, 23.1214, 4.6399], [-2.8725, 24.9402, 3.1866], [-3.1912, 25.1943, 6.4530], [-4.3768, 25.3775, 5.2112], [-3.0666, 26.5318, 5.2383], [-1.4694, 24.5833, 4.7234], [-3.8982, 23.0271, 4.2229], [-2.9967, 22.7295, 5.6520], [-2.3773, 22.4920, 3.9165], [-2.9090, 25.8992, 3.1638], [-7.5357, 30.1878, 12.4576], [-8.1511, 29.1782, 11.4445], [-7.6662, 29.6125, 10.1838], [-6.4505, 30.0876, 12.4353], [-7.8297, 29.9523, 13.4804], [-7.8226, 31.2237, 12.2767], [-9.2406, 29.1452, 11.4505], [-7.8487, 28.1443, 11.6112], [-8.1620, 29.1301, 9.5182], [-5.6209, 29.0025, 7.2726], [-6.0568, 27.7167, 6.5647], [-7.3971, 27.3856, 6.7531], [-6.0337, 29.8725, 6.7620], [-4.5335, 29.0611, 7.3196], [-5.9837, 29.0293, 8.3000], [-5.4508, 26.8965, 6.9498], [-5.8234, 27.6219, 5.5042], [-7.6055, 26.7385, 6.0753], [-5.1564, 26.3441, 10.2043], [-5.8185, 25.2181, 9.4426], [-6.1156, 24.1695, 10.3378], [-4.4821, 26.0505, 11.0089], [-5.9599, 26.8868, 10.7021], [-4.6356, 27.0905, 9.6045], [-5.0741, 24.7919, 8.7700], [-6.6566, 25.5731, 8.8428], [-6.9467, 23.8093, 10.0199], [-7.5151, 33.0099, 6.1548], [-6.4498, 32.8733, 5.1098], [-6.4479, 31.5454, 4.6651], [-7.6805, 34.0485, 6.4411], [-7.2635, 32.5052, 7.0877], [-8.4970, 32.6859, 5.8101], [-5.4708, 33.0631, 5.5499], [-6.5302, 33.5488, 4.2581], [-7.2544, 31.3562, 4.1799], [-7.4349, 23.3946, 6.3485], [-8.3487, 24.1336, 5.4577], [-7.6482, 25.2285, 4.8349], [-6.5190, 23.1348, 5.8177], [-8.0087, 22.5225, 6.6622], [-7.1435, 23.9730, 7.2252], [-9.2521, 24.5231, 5.9271], [-8.7198, 23.5290, 4.6302], [-7.6053, 25.0945, 3.8853], [-9.8605, 30.0837, 7.1903], [-10.2286, 28.6352, 7.5744], [-9.3820, 28.1022, 8.5623], [-9.9873, 30.6988, 8.0813], [-10.4702, 30.4349, 6.3578], [-8.8205, 30.2080, 6.8884], [-10.1826, 27.9326, 6.7423], [-11.2740, 28.6133, 7.8826], [-8.6200, 27.7726, 8.0803]],
  "atomic_forces_ev_per_a": [[0.842, 0.931, -0.195], [-0.250, -0.901, 0.881], [0.247, 0.603, -1.968], [-1.453, 1.217, 1.174], [0.094, -0.326, -0.141], [-0.226, -0.014, 0.111], [-0.260, -0.076, 0.025], [1.614, -0.631, -0.530], [-0.062, 0.183, 0.315], [-0.402, -0.117, 0.085], [0.260, -0.242, 0.082], [-0.315, -0.463, 0.172], [-0.249, 0.481, -0.018], [0.960, 0.805, 1.542], [0.111, 0.734, -0.121], [-0.484, -1.725, -1.014], [0.201, -0.100, -0.414], [-0.171, -0.151, 0.190], [0.305, 0.253, -0.101], [-0.271, -0.539, -0.286], [0.267, 0.141, -0.021], [-0.396, 0.002, -0.266], [0.567, -0.328, 0.275], [-0.486, 0.225, 0.031], [-0.675, 0.168, 0.979], [0.129, -2.036, 0.257], [-1.655, 0.051, -0.764], [0.470, 0.254, -0.742], [0.278, 0.320, 0.139], [-0.125, -0.082, -0.212], [0.159, 0.123, 0.287], [0.390, 0.912, -0.253], [-0.512, 0.158, 0.140], [0.701, 0.007, -0.027], [0.756, -0.005, 0.554], [0.011, 0.159, -0.343], [-0.441, -1.172, 0.172], [0.545, 1.099, 0.559], [0.160, -0.049, -0.085], [0.014, 0.174, -0.185], [-0.147, -0.110, 0.046], [0.001, -0.148, -0.340], [-0.152, 0.385, 0.069], [0.349, -0.033, 0.331], [-0.460, -0.159, -0.494], [-0.672, -0.392, -0.541], [1.767, -0.571, 0.228], [-1.176, 0.393, 0.481], [0.153, 0.098, -0.056], [-0.067, 0.044, -0.200], [-0.109, -0.210, 0.046], [0.237, -0.205, 0.531], [0.047, 0.938, -0.277], [-0.262, -0.367, -0.320], [-0.777, 0.947, 0.595], [2.078, -0.034, -0.318], [-1.082, -0.072, 0.199], [0.043, -0.528, -0.263], [-0.020, 0.242, 0.202], [-0.024, -0.223, -0.375], [0.044, 0.142, -0.607], [-0.220, 0.009, 0.199], [-0.056, -0.377, 0.324], [-0.574, 1.096, 0.585], [0.006, 0.284, 0.405], [0.312, -0.977, -0.401], [0.191, 0.232, -0.021], [0.003, -0.270, -0.143], [0.043, -0.316, -0.151], [0.075, -0.090, 0.036], [-0.306, 0.215, 0.006], [-0.080, 0.015, -0.014], [0.004, -0.410, 0.566], [-0.368, 0.876, -1.650], [0.000, 0.505, 0.266], [-0.119, -0.291, 0.013], [0.464, -0.327, 0.269], [-0.103, 0.056, 0.003], [0.131, 0.102, 0.397], [0.018, -0.479, 0.161], [-0.003, 0.050, 0.073], [0.088, -0.626, 0.242], [-0.061, 0.433, -0.986], [-0.241, 0.194, 0.958], [-0.201, 0.227, -0.127], [-0.216, 0.103, 0.163], [0.130, -0.343, -0.023], [-0.005, 0.285, -0.513], [0.083, -0.022, 0.503], [0.581, -0.339, -0.362]]
}